# 1
C51H79BBr2F3I2N7O5 | the ωB97M-V functional and the def2-TZVPD basis

gap between HOMO and LUMO	7.59	eV
2S+1	1
lowest unoccupied orbital energy	-0.504	eV

XYZ file:
```
150
C51H79BBr2F3I2N7O5 the ωB97M-V functional and the def2-TZVPD basis
C 0.024 4.310 -1.725
C 0.550 3.784 -0.363
O -0.576 3.307 0.366
C 1.518 2.573 -0.640
O 0.768 1.335 -0.411
C 1.461 0.324 -1.013
N 2.637 0.014 -0.547
C 3.279 -1.007 -1.203
C 4.589 -1.345 -0.743
C 5.154 -0.505 0.388
I 5.718 -1.724 2.095
C 6.296 0.505 -0.102
C 6.553 0.470 -1.616
I 8.160 0.353 1.017
C 5.250 -2.371 -1.385
C 6.683 -2.826 -1.024
C 6.761 -4.327 -0.570
C 7.509 -4.642 0.738
F 8.262 -3.629 1.218
Br 8.816 -6.087 0.318
C 6.575 -5.213 1.900
F 5.284 -4.943 1.720
F 6.649 -6.568 1.906
Br 7.207 -4.695 3.680
C 4.648 -3.080 -2.499
C 5.347 -4.187 -3.284
C 4.805 -5.584 -2.856
C 4.598 -6.541 -4.031
O 4.980 -6.252 -5.148
N 3.932 -7.803 -3.850
C 3.324 -7.962 -2.560
C 4.079 -8.252 -1.429
C 3.507 -8.375 -0.188
C 2.135 -8.237 -0.037
C 1.368 -7.963 -1.152
C 1.958 -7.841 -2.393
C 3.390 -2.711 -2.896
C 2.710 -3.436 -4.059
B 1.643 -4.507 -3.581
O 1.141 -4.557 -2.293
O 1.149 -5.435 -4.525
C 2.665 -1.667 -2.262
N 1.427 -1.363 -2.767
C 0.884 -0.363 -2.125
C -0.495 0.079 -2.585
C -1.565 -0.734 -2.250
C -2.830 -0.327 -2.652
C -2.940 0.854 -3.377
C -1.779 1.551 -3.650
N -0.551 1.201 -3.287
H 0.233 5.384 -1.797
H 0.432 3.768 -2.582
H -1.058 4.123 -1.725
H 1.125 4.528 0.204
H -0.268 3.167 1.270
H 2.387 2.533 0.031
H 1.873 2.517 -1.677
H 4.376 0.133 0.806
H 5.953 1.521 0.123
H 7.260 1.274 -1.867
H 7.003 -0.457 -1.979
H 5.607 0.717 -2.119
H 7.225 -2.771 -1.981
H 7.178 -2.110 -0.365
H 7.270 -4.878 -1.366
H 5.735 -4.716 -0.576
H 6.420 -4.190 -3.066
H 5.258 -4.002 -4.356
H 5.553 -6.052 -2.200
H 3.910 -5.448 -2.234
H 3.199 -7.795 -4.557
H 5.156 -8.353 -1.577
H 4.121 -8.579 0.688
H 1.674 -8.355 0.942
H 0.293 -7.854 -1.019
H 1.310 -7.637 -3.246
H 3.422 -3.826 -4.791
H 2.111 -2.676 -4.596
H 0.191 -4.387 -2.347
H 0.542 -4.955 -5.105
H -1.398 -1.652 -1.692
H -3.703 -0.923 -2.390
H -3.909 1.223 -3.702
H -1.877 2.478 -4.224
C -3.329 1.087 0.501
C -3.668 2.377 1.227
N -5.090 2.554 1.465
C -5.437 3.900 1.891
C -4.894 4.391 3.237
C -5.754 1.478 2.179
C -5.227 1.106 3.570
H -3.887 1.007 -0.432
H -2.264 1.070 0.259
H -3.538 0.204 1.111
H -3.316 3.200 0.601
H -3.085 2.423 2.160
H -6.527 4.001 1.893
H -5.093 4.593 1.116
H -5.417 3.936 4.077
H -5.042 5.470 3.319
H -3.825 4.203 3.345
H -5.716 0.581 1.555
H -6.820 1.707 2.255
H -4.138 1.037 3.600
H -5.621 0.128 3.860
H -5.551 1.815 4.331
C 0.361 12.040 -3.400
C 1.004 11.008 -2.485
N 0.172 9.839 -2.260
C 0.647 8.997 -1.175
C 2.007 8.310 -1.341
C -0.274 9.138 -3.452
C 0.794 8.605 -4.415
H -0.623 12.332 -3.031
H 0.984 12.935 -3.440
H 0.256 11.673 -4.422
H 1.184 11.493 -1.521
H 1.993 10.742 -2.890
H -0.109 8.235 -0.962
H 0.688 9.611 -0.270
H 1.956 7.473 -2.037
H 2.329 7.903 -0.379
H 2.783 8.998 -1.675
H -0.931 9.806 -4.014
H -0.924 8.311 -3.153
H 1.579 9.337 -4.612
H 0.331 8.361 -5.374
H 1.258 7.691 -4.047
C -8.263 -0.378 5.966
C -7.653 -1.419 6.895
N -8.511 -2.570 7.113
C -8.067 -3.417 8.208
C -6.720 -4.132 8.064
C -8.954 -3.266 5.917
C -7.883 -3.822 4.970
H -9.246 -0.064 6.320
H -7.621 0.504 5.931
H -8.361 -0.749 4.945
H -7.476 -0.933 7.858
H -6.665 -1.707 6.504
H -8.841 -4.163 8.413
H -8.027 -2.799 9.111
H -6.776 -4.971 7.371
H -6.418 -4.540 9.031
H -5.927 -3.459 7.737
H -9.590 -2.586 5.343
H -9.624 -4.079 6.208
H -7.081 -3.105 4.782
H -8.338 -4.059 4.005
H -7.443 -4.743 5.347
```

---

# 2
C51H94N6O10 | the ωB97M-V functional and the def2-TZVPD basis

gap between HOMO and LUMO (spin up / spin down)	8.08 / 7.78	eV
2S+1	5
lowest unoccupied orbital energy (spin up / spin down)	0.569 / 0.269	eV

XYZ file:
```
161
C51H94N6O10 the ωB97M-V functional and the def2-TZVPD basis
C 5.945 -2.673 1.872
O 6.243 -2.059 0.632
C 5.738 -2.658 -0.496
O 4.818 -1.800 -1.183
C 3.543 -1.910 -0.708
O 3.230 -1.483 0.355
N 2.625 -2.526 -1.578
C 1.706 -1.532 -2.197
C 0.763 -0.849 -1.222
C 0.113 -1.750 -0.177
C -0.374 -3.109 -0.650
N -1.745 -3.102 -1.138
C -2.227 -2.407 -2.222
C -3.581 -2.675 -2.344
C -3.925 -3.567 -1.299
C -2.772 -3.815 -0.576
C 3.247 -3.343 -2.625
C 2.392 -4.566 -2.803
O 1.502 -4.662 -3.570
O 2.780 -5.566 -1.928
C 1.780 -6.122 -1.133
C 2.117 -6.057 0.313
O 0.796 -6.594 -1.576
H 6.762 -3.301 2.222
H 5.031 -3.263 1.850
H 5.790 -1.891 2.607
H 6.541 -2.858 -1.201
H 5.249 -3.607 -0.267
H 1.124 -2.067 -2.944
H 2.294 -0.788 -2.739
H 1.330 -0.088 -0.691
H 0.012 -0.304 -1.787
H -0.761 -1.227 0.194
H 0.767 -1.884 0.675
H 0.261 -3.557 -1.409
H -0.357 -3.786 0.199
H -1.584 -1.777 -2.806
H -4.236 -2.281 -3.098
H -4.890 -3.992 -1.097
H -2.636 -4.447 0.280
H 4.252 -3.648 -2.375
H 3.281 -2.832 -3.584
H 1.430 -6.707 0.838
H 3.135 -6.387 0.490
H 2.005 -5.040 0.679
C -7.300 2.480 -2.891
C -7.252 0.947 -3.153
C -8.516 0.458 -3.872
C -9.740 0.275 -2.972
C -9.379 -0.554 -1.736
C -8.209 0.051 -0.960
N -7.037 0.230 -1.869
O -6.434 -0.902 -2.052
C -8.658 1.381 -0.331
C -7.810 -0.849 0.200
C -6.056 0.710 -4.064
H -7.243 2.725 -1.835
H -6.445 2.980 -3.346
H -8.203 2.939 -3.294
H -8.297 -0.508 -4.339
H -8.743 1.148 -4.686
H -10.156 1.243 -2.681
H -10.525 -0.234 -3.535
H -10.239 -0.637 -1.069
H -9.124 -1.572 -2.046
H -7.828 1.863 0.187
H -9.439 1.181 0.402
H -9.070 2.089 -1.045
H -7.579 -1.861 -0.126
H -8.635 -0.904 0.910
H -6.938 -0.450 0.720
H -5.130 0.956 -3.541
H -6.142 1.364 -4.932
H -5.987 -0.311 -4.433
C -2.317 0.863 3.719
C -1.562 1.604 2.582
C -1.596 3.125 2.786
C -2.904 3.805 2.391
C -3.327 3.379 0.987
C -3.425 1.861 0.845
N -2.134 1.229 1.250
O -1.260 1.344 0.317
C -4.606 1.347 1.684
C -3.740 1.487 -0.597
C -0.108 1.156 2.662
H -3.147 0.269 3.350
H -1.657 0.158 4.224
H -2.704 1.551 4.473
H -0.790 3.573 2.196
H -1.365 3.337 3.832
H -3.690 3.581 3.118
H -2.768 4.888 2.418
H -4.291 3.822 0.727
H -2.602 3.764 0.261
H -4.668 0.259 1.634
H -5.532 1.754 1.276
H -4.566 1.642 2.730
H -3.017 1.908 -1.295
H -4.723 1.872 -0.872
H -3.755 0.403 -0.733
H -0.013 0.094 2.440
H 0.250 1.328 3.678
H 0.534 1.705 1.978
C 11.564 -2.242 5.091
C 10.725 -3.547 5.163
C 11.625 -4.780 5.337
C 12.317 -5.264 4.064
C 11.307 -5.418 2.930
C 10.519 -4.134 2.680
N 9.865 -3.678 3.947
O 8.806 -4.371 4.189
C 11.463 -3.067 2.102
C 9.447 -4.365 1.628
C 9.846 -3.431 6.402
H 11.423 -1.706 4.158
H 11.263 -1.546 5.873
H 12.632 -2.432 5.212
H 11.018 -5.602 5.727
H 12.369 -4.556 6.104
H 13.122 -4.582 3.778
H 12.793 -6.227 4.259
H 11.810 -5.711 2.006
H 10.612 -6.227 3.178
H 10.936 -2.122 1.958
H 11.823 -3.400 1.129
H 12.340 -2.879 2.715
H 8.783 -5.188 1.886
H 9.913 -4.608 0.673
H 8.844 -3.466 1.490
H 9.126 -2.619 6.297
H 10.485 -3.214 7.259
H 9.299 -4.347 6.610
C -1.239 4.757 -2.824
C -2.646 5.325 -3.161
C -2.543 6.599 -4.011
C -2.191 7.867 -3.233
C -3.103 8.025 -2.018
C -3.078 6.796 -1.111
N -3.417 5.573 -1.903
O -4.687 5.495 -2.105
C -1.698 6.685 -0.443
C -4.083 6.951 0.022
C -3.355 4.258 -3.982
H -1.053 4.708 -1.756
H -1.143 3.732 -3.180
H -0.439 5.342 -3.280
H -3.504 6.764 -4.509
H -1.811 6.429 -4.802
H -1.140 7.854 -2.930
H -2.305 8.732 -3.888
H -2.813 8.901 -1.435
H -4.128 8.202 -2.360
H -1.637 5.787 0.173
H -1.547 7.547 0.207
H -0.869 6.674 -1.146
H -5.088 7.150 -0.344
H -3.783 7.788 0.653
H -4.115 6.051 0.639
H -3.532 3.369 -3.375
H -2.733 3.977 -4.832
H -4.313 4.599 -4.369
```

---

# 3
C52H111NO4S | the ωB97M-V functional and the def2-TZVPD basis

gap between HOMO and LUMO	9.50	eV
2S+1	1
lowest unoccupied orbital energy	-0.508	eV

XYZ file:
```
169
C52H111NO4S the ωB97M-V functional and the def2-TZVPD basis
O -9.669 -5.358 -12.739
N -10.660 -4.867 -12.350
O -11.334 -5.450 -11.484
C -11.253 -3.711 -13.067
C -10.635 -3.133 -14.230
C -11.249 -2.061 -14.879
C -12.376 -1.461 -14.366
C -13.017 -2.008 -13.221
C -12.468 -3.146 -12.641
H -9.682 -3.556 -14.512
H -10.715 -1.551 -15.667
H -12.947 -0.685 -14.854
H -13.845 -1.570 -12.684
H -13.068 -3.567 -11.848
O -19.811 3.814 -6.136
S -21.122 4.323 -6.534
O -22.103 3.638 -7.440
C -22.020 4.704 -5.001
C -21.932 6.224 -4.741
C -20.761 6.813 -5.628
C -20.913 6.128 -7.006
H -21.385 4.035 -4.419
H -23.051 4.368 -5.108
H -22.932 6.644 -4.842
H -21.503 6.418 -3.758
H -19.815 6.438 -5.235
H -20.729 7.893 -5.484
H -20.076 6.374 -7.660
H -21.880 6.395 -7.433
C -24.294 -11.248 -7.744
C -23.120 -11.210 -8.687
C -23.411 -11.998 -9.909
C -22.240 -12.418 -10.788
C -22.470 -12.735 -12.266
C -22.902 -11.649 -13.197
H -25.141 -10.911 -8.342
H -24.226 -10.706 -6.801
H -24.448 -12.322 -7.641
H -22.713 -10.206 -8.804
H -22.160 -11.623 -8.377
H -24.141 -11.480 -10.531
H -23.984 -12.924 -9.864
H -21.554 -11.571 -10.814
H -21.726 -13.129 -10.141
H -21.463 -13.034 -12.555
H -23.241 -13.474 -12.486
H -22.357 -10.741 -12.940
H -22.732 -11.927 -14.237
H -23.948 -11.364 -13.079
C -20.093 2.732 -15.064
C -20.969 3.288 -14.048
C -21.208 4.772 -14.226
C -22.511 5.195 -13.404
C -22.548 6.758 -13.451
C -23.727 7.301 -12.749
H -20.089 1.685 -14.762
H -19.167 3.288 -14.917
H -20.659 2.889 -15.981
H -21.945 2.809 -13.969
H -20.455 2.963 -13.144
H -21.300 5.126 -15.252
H -20.296 5.302 -13.952
H -23.331 4.624 -13.841
H -22.470 5.011 -12.330
H -21.676 7.102 -12.895
H -22.439 7.124 -14.471
H -24.474 6.550 -12.493
H -23.430 7.758 -11.805
H -24.132 7.935 -13.538
C -2.597 -14.614 -17.074
C -3.529 -14.169 -15.910
C -5.015 -14.613 -16.080
C -5.793 -13.606 -15.241
C -7.331 -13.806 -14.999
C -8.268 -12.601 -15.274
H -1.547 -14.475 -16.819
H -2.657 -13.914 -17.907
H -2.960 -15.572 -17.446
H -3.142 -14.567 -14.972
H -3.459 -13.086 -15.811
H -5.145 -15.660 -15.806
H -5.451 -14.549 -17.077
H -5.351 -13.536 -14.247
H -5.790 -12.595 -15.648
H -7.833 -14.630 -15.507
H -7.450 -14.032 -13.940
H -9.253 -12.726 -14.825
H -7.859 -11.625 -15.011
H -8.287 -12.411 -16.347
C -21.338 -14.499 -0.466
C -20.620 -13.724 -1.672
C -19.699 -14.701 -2.356
C -18.857 -13.856 -3.328
C -17.727 -14.538 -3.899
C -16.560 -13.667 -4.398
H -21.860 -15.381 -0.837
H -21.990 -13.857 0.128
H -20.530 -14.859 0.171
H -21.406 -13.402 -2.355
H -20.178 -12.856 -1.182
H -20.225 -15.507 -2.867
H -18.959 -15.215 -1.741
H -19.326 -13.264 -4.113
H -18.353 -13.141 -2.679
H -17.304 -15.133 -3.089
H -17.931 -15.269 -4.681
H -16.742 -12.638 -4.707
H -15.798 -13.407 -3.663
H -16.107 -14.159 -5.258
C -13.681 -6.873 -19.620
C -12.909 -7.706 -20.717
C -11.540 -8.021 -20.075
C -10.716 -8.941 -21.067
C -9.185 -8.827 -20.858
C -8.347 -9.110 -22.183
H -13.596 -7.402 -18.671
H -14.757 -6.756 -19.753
H -13.276 -5.871 -19.481
H -13.392 -8.648 -20.979
H -12.892 -7.213 -21.689
H -11.614 -8.672 -19.204
H -10.907 -7.149 -19.913
H -10.915 -10.010 -21.154
H -10.999 -8.536 -22.038
H -8.848 -7.887 -20.421
H -8.995 -9.538 -20.054
H -8.285 -8.218 -22.808
H -7.387 -9.552 -21.915
H -8.693 -9.903 -22.845
C -17.254 -8.448 -11.127
C -18.324 -7.830 -12.021
C -19.324 -6.827 -11.325
C -20.511 -6.255 -12.220
C -21.007 -4.772 -11.939
C -21.829 -4.507 -10.613
H -16.292 -8.748 -11.543
H -17.583 -9.454 -10.864
H -17.172 -8.015 -10.130
H -17.915 -7.223 -12.829
H -18.855 -8.634 -12.532
H -18.691 -6.056 -10.886
H -19.670 -7.300 -10.405
H -20.218 -6.316 -13.268
H -21.331 -6.921 -11.952
H -19.998 -4.361 -11.983
H -21.595 -4.460 -12.802
H -21.581 -3.552 -10.150
H -22.912 -4.607 -10.691
H -21.522 -5.173 -9.807
C -23.590 -2.657 -3.521
C -23.466 -4.058 -2.884
C -24.903 -4.716 -2.942
C -24.830 -5.895 -1.885
C -26.224 -6.555 -1.663
C -26.073 -7.733 -0.822
H -23.810 -1.926 -2.743
H -24.366 -2.610 -4.286
H -22.550 -2.413 -3.740
H -22.905 -4.799 -3.453
H -23.017 -4.127 -1.893
H -25.228 -5.034 -3.932
H -25.735 -4.074 -2.652
H -24.195 -6.632 -2.377
H -24.233 -5.567 -1.035
H -26.889 -5.886 -1.117
H -26.736 -6.770 -2.601
H -25.263 -8.385 -1.149
H -25.773 -7.443 0.185
H -27.020 -8.249 -0.666
```

---

Question: Among the records above, which one has the highest 2S+1?
Answer: C51H94N6O10